(1)
# C4H13N3O

2 unconnected molecules or ions with the total composition C4H13N3O (ωB97M-V with the def2-TZVPD basis set, OMol25).

ORCA input file:
```
! wB97M-V def2-TZVPD RIJCOSX def2/J DEFGRID3
* xyz 1 2
C 2.04278 0.49674 -0.37824
C 0.67559 0.57004 -1.07034
C -0.50965 0.98813 -0.19515
N -2.25353 -1.47972 0.28200
C -2.38394 -0.56864 -0.68958
N -1.76405 0.54657 -0.77144
N 2.95128 1.61234 -0.67897
H 2.51058 -0.40922 -0.76860
H 1.93746 0.36819 0.69026
H 0.71670 1.26928 -1.90119
H 0.41531 -0.34677 -1.59696
H -0.59914 2.04646 -0.02216
H -0.48146 0.50336 0.79132
H -3.10016 -2.03586 0.38371
H -1.98090 -1.07721 1.18030
H -3.07248 -0.80686 -1.47973
H 3.05693 2.18914 0.15090
H 2.57079 2.22731 -1.38952
H 0.42230 -1.73764 2.76441
H -0.61831 -2.50535 1.99690
O -0.53609 -1.85029 2.70207
*
```

Results
maximum force	1.6	eV/Å
E	-399.3747	hartree
HOMO-LUMO gap (spin up / spin down)	8.670 / 4.843	eV

(2)
# C4H13N3O

A molecular structure, C4H13N3O (ωB97M-V with the def2-TZVPD basis set, OMol25).

ORCA input file:
```
! wB97M-V def2-TZVPD RIJCOSX def2/J DEFGRID3
* xyz 2 1
C 1.06457 0.52903 -0.38940
C -0.63532 0.00188 1.64167
C -1.70697 0.41928 -0.56753
C -0.66442 -0.25087 0.19498
N 0.97558 1.33935 -1.47132
N 2.13427 0.03472 0.14661
N -0.99280 -1.73781 -0.13071
O 3.33465 0.67605 -0.03778
H -1.74045 -0.27682 1.92265
H -0.39931 1.05923 1.82294
H -0.05830 -0.70675 2.28680
H -1.59929 0.45798 -1.61657
H -1.60636 1.53909 -0.24778
H -2.66327 0.04177 -0.21349
H 0.02816 1.46215 -1.90607
H 1.71129 1.74621 -1.97750
H 2.03099 -0.49136 1.11110
H -0.60984 -1.84157 -1.11677
H -2.07935 -1.76163 -0.29592
H -0.60987 -2.30077 0.63792
H 4.08604 0.06085 0.20618
*
```

Results
maximum force	4.8	eV/Å
E	-398.9406	hartree
HOMO-LUMO gap	10.558	eV